Below is a 2-piece molecular cluster, C9H14 overall, with properties calculated with ωB97M-V/def2-TZVPD.

```
23
Properties=species:S:1:pos:R:3:forces:R:3
C 2.589 -2.516 2.974 0.19 -2.20 -1.25
C 1.643 -1.386 2.655 -1.91 -1.75 3.40
C -0.922 2.587 -0.486 0.01 1.47 0.97
C -1.617 0.542 -3.590 0.23 -1.12 1.20
C -1.301 0.905 -2.158 0.85 -0.40 -0.88
C -0.630 1.542 0.394 -0.58 1.69 1.17
C -1.170 2.267 -1.802 -0.82 -0.40 -0.46
C -0.636 0.250 -0.038 -0.79 -3.31 3.47
C -1.024 -0.163 -1.282 -0.07 1.39 -1.25
H 2.769 -3.113 1.995 -0.43 0.51 1.73
H -0.648 -0.507 0.855 0.59 1.10 -1.96
H -2.580 -0.033 -3.558 0.45 1.13 -0.77
H -0.870 -0.200 -3.931 -0.23 0.50 -0.06
H 0.642 -1.929 2.522 0.99 1.45 0.13
H 1.635 -0.670 3.540 -0.41 -0.69 -1.30
H -1.480 1.476 -4.108 -0.85 -0.12 -1.04
H -1.112 -1.205 -1.658 0.09 0.84 0.65
H -1.409 3.093 -2.514 0.23 -1.00 0.44
H 3.554 -2.187 3.239 1.28 0.68 0.33
H -0.613 1.699 1.497 0.38 0.11 -1.07
H 2.301 -3.207 3.816 -0.15 0.66 -1.05
H 1.934 -0.927 1.784 0.45 1.33 -1.98
H -1.055 3.677 -0.146 0.51 -1.87 -0.41
```
Forces are in eV/Å.

- E_LUMO (eV) = 0.995
- multiplicity = 1
- SMILES = Cc1ccccc1.CC
- frontier orbital gap (eV) = 9.89
- net charge = 0
- ΔE to the lowest compared entry with this formula, charge and spin (eV) = 1.428
- E_HOMO (eV) = -8.8984

Per-atom natural (NBO) charges, elementary charge units: atom 1 (C): -0.599, atom 2 (C): -0.602, atom 3 (C): -0.188, atom 4 (C): -0.639, atom 5 (C): 0.013, atom 6 (C): -0.250, atom 7 (C): -0.246, atom 8 (C): -0.184, atom 9 (C): -0.241, atom 10 (H): 0.194, atom 11 (H): 0.207, atom 12 (H): 0.225, atom 13 (H): 0.214, atom 14 (H): 0.199, atom 15 (H): 0.201, atom 16 (H): 0.220, atom 17 (H): 0.221, atom 18 (H): 0.214, atom 19 (H): 0.197, atom 20 (H): 0.218, atom 21 (H): 0.203, atom 22 (H): 0.207, atom 23 (H): 0.217